1.
{
  "formula": "C3H11N3Si",
  "method": "ωB97M-V/def2-TZVPD",
  "species": ["C", "C", "C", "N", "N", "N", "Si", "H", "H", "H", "H", "H", "H", "H", "H", "H", "H", "H"],
  "positions_angstrom": [[0.51658, -1.79953, -0.37242], [0.66406, 1.38468, -1.40846], [0.68430, 0.83934, 1.49972], [-3.74333, -0.71525, 0.25241], [-2.53051, -0.94810, 0.15677], [-1.63662, 0.19883, -0.25527], [0.10054, 0.08920, -0.07743], [-0.30539, -2.42020, -0.07062], [0.54484, -1.95561, -1.37619], [1.41391, -2.04578, 0.06347], [0.99805, 1.10175, -2.38476], [-0.10964, 2.02858, -1.66655], [1.49565, 1.94728, -0.98186], [0.35261, 0.29768, 2.43599], [1.75160, 1.03796, 1.68124], [0.37068, 1.80644, 1.86397], [-4.25664, -1.59535, 0.59903], [-2.17906, 1.02550, -0.00054]],
  "lowdin_charge": [-0.13, -0.17, -0.21, -0.01, -0.14, -0.11, 0.52, 0.01, -0.02, -0.01, 0.01, -0.01, 0.02, 0.05, 0.03, 0.02, 0.08, 0.07],
  "lumo_energy_ev": 0.989,
  "homo_energy_ev": -9.15,
  "e_tot_ha": -574.6137,
  "smiles": "[H]/N=N/N[Si](C)(C)C",
  "de_lowest_kcal_mol": 70.6,
  "homo_lumo_gap_ha": 0.3725
}

---

2.
{
  "formula": "C3H11N4",
  "method": "ωB97M-V/def2-TZVPD",
  "species": ["C", "C", "C", "N", "N", "N", "N", "H", "H", "H", "H", "H", "H", "H", "H", "H", "H", "H"],
  "positions_angstrom": [[-1.18998, 0.90252, 1.49001], [0.06374, -1.62449, -1.23537], [1.50811, 0.17139, -1.81801], [0.07197, 0.76908, 1.40773], [-1.95754, 0.80580, 2.57223], [1.27988, 0.74436, -0.72172], [0.82000, -0.87261, -2.34161], [-1.77315, 1.06725, 0.53838], [0.74795, -1.77121, -0.39960], [-0.82166, -1.05541, -0.77262], [-0.40515, -2.58182, -1.47687], [2.06123, 0.63094, -2.60760], [0.71241, 0.69828, 0.48700], [-2.89661, 0.93708, 2.43241], [-1.57214, 0.56207, 3.52771], [1.75117, 1.62643, -0.59759], [0.46254, 0.65637, 2.33457], [1.13722, -1.66601, -2.81904]],
  "lowdin_charge": [-0.25, -0.07, -0.25, 0.14, 0.16, 0.10, 0.02, 0.17, 0.08, 0.08, 0.08, 0.14, -0.01, 0.08, 0.17, 0.10, 0.13, 0.11],
  "lumo_energy_ev": -2.544,
  "homo_energy_ev": -13.86,
  "e_tot_ha": -339.6697,
  "de_lowest_kcal_mol": 31.3,
  "charge": 1,
  "homo_lumo_gap_ha": 0.4157
}

---

3.
{
  "formula": "C3H11N4",
  "method": "ωB97M-V/def2-TZVPD",
  "species": ["C", "C", "C", "N", "N", "N", "N", "H", "H", "H", "H", "H", "H", "H", "H", "H", "H", "H"],
  "positions_angstrom": [[-0.59348, 0.80608, -0.77913], [-2.06446, 1.15898, -0.65709], [-0.33566, -0.63190, 1.40002], [-0.06925, 1.37444, -1.75336], [2.16525, -1.27925, -0.67201], [0.10876, -0.01786, 0.10202], [1.55535, -0.12631, -0.09373], [-2.26464, 1.78030, 0.18490], [-2.58141, 0.29902, -0.33095], [-2.44606, 1.66702, -1.55961], [-1.43461, -0.44150, 1.25798], [-0.03866, -1.74564, 1.53944], [0.13441, 0.06336, 2.16360], [0.85416, 1.19193, -2.10961], [1.59112, -1.97654, -1.12894], [2.62996, -1.83822, 0.03603], [2.16743, 0.05928, 0.85018], [1.83077, 0.49514, -0.92712]],
  "lowdin_charge": [-0.43, 0.00, 0.01, 0.15, 0.08, -0.10, -0.01, 0.08, 0.06, 0.11, 0.10, 0.12, 0.11, 0.05, 0.12, 0.10, 0.27, 0.18],
  "lumo_energy_ev": -3.933,
  "homo_energy_ev": -13.92,
  "e_tot_ha": -339.5308,
  "smiles": "[H]/N=C(/C)N(C)[NH2+]N",
  "de_lowest_kcal_mol": 118.5,
  "charge": 1,
  "homo_lumo_gap_ha": 0.3670
}